127
Properties=species:S:1:pos:R:3:mulliken_charge:R:1 method="wB97M-V/def2-TZVPD" energy_ha=-3508.7455 total_charge=-1 orbital_gap_ev=7.656 homo_ev=-5.66
S 1.620 -1.099 1.193 -0.58
P 0.151 0.112 0.737 0.84
O -2.654 1.942 2.724 -0.78
O -0.567 -0.391 -0.602 -0.30
O 0.677 1.586 0.425 -0.56
O -2.372 -1.468 1.301 -0.11
O -2.016 1.856 0.568 -0.41
N -5.420 1.343 -4.434 0.16
N -1.371 5.761 -3.054 0.04
N 6.183 2.632 3.448 0.14
N 4.025 -1.005 3.500 0.40
N -8.660 -1.048 -2.345 -0.01
N 7.933 -0.628 -0.116 0.00
N 2.920 -5.377 7.698 0.15
N -1.818 -0.871 2.441 -0.27
N -0.267 -2.669 5.717 0.17
N -0.600 1.757 -5.832 0.14
N -2.544 1.556 -9.233 0.05
C 9.928 -1.450 0.365 -0.53
C -9.960 -0.620 -2.393 -0.49
C -3.502 0.119 -10.614 -0.64
C 0.064 1.011 -6.769 -0.48
C -0.983 6.526 -1.986 -0.26
C 8.064 -0.548 1.243 -0.38
C -4.809 0.551 -5.368 -0.70
C 4.274 -5.735 9.412 -0.62
C -8.589 1.108 -2.821 -0.31
C -0.180 -2.935 7.053 -0.67
C 9.062 -1.175 -0.659 -0.54
C -3.521 0.337 -4.950 -0.97
C 1.338 0.806 -6.307 -0.53
C 7.359 2.774 2.767 -0.15
C 4.913 -6.182 8.224 -0.50
C -2.282 2.005 -10.498 -0.56
C -9.950 0.716 -2.687 -0.74
C -4.539 -1.864 0.356 -1.02
C -4.511 -0.479 -0.282 1.49
C -3.351 1.027 -3.716 -0.20
C -0.231 -3.834 5.006 -0.36
C 1.439 1.444 -5.038 -0.81
C -1.456 4.443 -1.267 0.51
C 5.381 -1.413 5.204 -0.49
C -2.863 1.134 -11.379 -0.41
C -0.089 -4.294 7.202 -0.47
C -3.658 -1.998 1.585 -0.65
C -1.059 0.308 2.103 0.12
C 4.158 -0.896 4.855 -0.71
C -1.662 4.492 -2.617 -1.41
C 3.047 -5.242 9.051 -0.23
C 0.224 2.019 -4.777 -0.24
C 6.752 4.763 3.621 -0.48
C -5.167 0.606 0.567 -1.40
C -0.122 -4.867 5.898 -0.72
C 7.741 4.086 2.855 -0.64
C 5.144 -1.582 2.976 -0.73
C -1.024 5.737 -0.866 -1.27
C -3.287 0.409 -9.293 -0.21
C 4.050 -5.944 7.186 -0.51
C 5.805 3.836 3.971 -0.46
C 9.293 -1.053 1.574 -0.56
C -7.819 -0.005 -2.608 -0.21
C 6.010 -1.849 4.007 -0.32
C -4.540 1.639 -3.428 -0.79
C -2.014 1.505 1.771 -0.01
H -0.774 6.050 0.134 0.41
H 0.098 -0.853 -1.132 0.22
H -10.819 1.345 -2.789 0.39
H -8.223 2.099 -3.040 0.45
H -6.373 1.655 -4.478 0.25
H 2.258 -4.806 9.640 0.32
H 9.692 -1.128 2.572 0.44
H 7.273 -0.148 1.852 0.53
H 6.737 5.807 3.883 0.39
H 3.375 -0.465 5.455 0.45
H -1.267 -1.555 2.949 0.04
H -2.778 -0.252 -5.464 0.62
H 10.907 -1.888 0.261 0.39
H 8.629 4.514 2.419 0.39
H -0.285 -3.827 3.930 0.50
H 5.673 1.771 3.549 0.20
H -4.054 -0.725 -10.990 0.41
H -6.752 -0.143 -2.614 0.29
H -1.998 3.731 -3.302 0.65
H -3.596 -0.097 -8.395 0.33
H 2.113 -5.097 7.163 0.22
H 7.126 -0.332 -0.634 0.23
H 6.982 -2.304 3.911 0.50
H -1.609 3.567 -0.650 0.86
H -5.065 -0.552 -1.221 -0.32
H -1.431 6.078 -4.002 0.18
H -4.075 -1.476 2.445 0.47
H -0.347 -1.751 5.317 0.13
H 0.059 1.977 -0.214 0.28
H 4.900 3.932 4.545 0.36
H 5.892 -6.623 8.141 0.40
H -1.558 2.055 -5.888 0.31
H 3.221 -0.711 2.958 -0.06
H -3.559 -3.062 1.832 0.23
H -1.707 2.900 -10.661 0.38
H -0.070 -5.914 5.647 0.42
H 5.228 -1.751 1.916 0.43
H -4.234 -2.592 -0.401 0.40
H -4.834 2.249 -2.590 0.40
H -0.143 2.580 -3.935 0.37
H 7.828 1.937 2.282 0.24
H -0.424 0.686 -7.672 0.36
H -3.497 -0.184 -0.539 -0.43
H -6.256 0.527 0.551 0.43
H -2.834 1.213 -12.453 0.39
H 9.153 -1.321 -1.722 0.40
H -0.451 0.544 2.976 0.47
H 4.670 -5.768 10.414 0.38
H -2.236 2.000 -8.388 0.21
H -2.462 1.062 -3.106 0.90
H -0.712 7.560 -2.115 0.41
H -4.895 1.588 0.177 0.15
H -10.775 -1.300 -2.213 0.38
H 2.300 1.473 -4.392 0.45
H 4.147 -6.128 6.129 0.38
H -4.796 0.605 1.591 0.37
H -5.341 0.209 -6.240 0.40
H -0.190 -2.142 7.780 0.41
H 2.109 0.253 -6.817 0.42
H -5.565 -2.121 0.637 0.33
H 5.778 -1.474 6.204 0.45
H -0.009 -4.822 8.138 0.59
H -8.366 -1.985 -2.144 0.21